20
Properties=species:S:1:pos:R:3:forces:R:3 method="wB97M-V/def2-TZVPD" mol_weight_g_mol=116.16 lumo_energy_ev=0.7 gap_ev=9.15 homo_ev=-8.43 max_force_ha_per_bohr=0.1012 total_energy_ha=-386.18566 smiles="CC/C=C/C=C/O.O"
O 1.06565 -2.61418 3.09650 -1.0 -0.1 -0.5
O -1.94244 -2.99492 0.58279 3.9 -2.3 2.6
C 0.00349 0.51602 -1.55269 1.7 0.6 -3.3
C -1.31044 -0.95180 -0.01938 2.2 0.8 -0.1
C -0.47484 0.22092 -0.39584 -2.0 0.8 3.6
C 0.98211 1.69809 -1.72375 -0.5 1.6 -0.1
C 0.72188 2.90269 -0.70452 0.0 -0.6 0.3
C -0.87439 -2.05022 0.63786 -4.6 0.6 -2.5
H -2.68472 -2.58846 0.23449 -2.0 1.3 -1.0
H 0.94619 2.11028 -2.78743 -0.2 -0.4 1.4
H 1.50899 3.71835 -0.80001 -1.0 -1.1 0.2
H 0.58610 2.59060 0.41667 0.7 0.5 -2.2
H 0.03495 -2.35939 1.11973 0.0 0.0 0.0
H 2.00963 -2.56934 3.02357 0.6 0.1 0.5
H -2.33314 -0.86964 -0.40942 0.3 -0.4 0.3
H 0.76589 -2.50691 4.00281 0.5 0.0 0.0
H -0.28522 -0.07815 -2.47085 0.9 0.4 1.1
H -0.24767 3.28171 -1.02707 0.0 0.5 0.3
H -0.50630 1.08214 0.34662 0.7 -1.5 -0.5
H 2.03427 1.46222 -1.57011 -0.1 -0.8 -0.1